(1)
Formula: C33H67NO13S6
Source: the Open Molecules 2025 dataset
Level of theory: ωB97M-V/def2-TZVPD

The geometry in XYZ format:
```
120
Properties=species:S:1:pos:R:3:forces:R:3:mulliken_charge:R:1
C -15.53997 7.50315 -14.74705 -0.10 0.04 -0.76 -0.54
C -16.25132 6.57090 -15.76000 -0.04 -0.14 -0.65 -0.60
C -16.08592 7.15707 -17.18486 0.78 0.61 0.81 -0.72
S -14.35806 7.70902 -17.21183 0.32 -1.18 -0.47 1.03
O -14.27057 8.97909 -17.88049 0.22 0.28 -0.13 -0.59
O -13.52226 6.58752 -17.70144 -1.26 1.75 1.34 -0.64
C -14.22497 7.99159 -15.37234 0.31 -0.01 -0.60 -0.56
H -15.35212 7.02660 -13.78491 -0.17 -0.11 -0.13 0.31
H -16.23421 8.32863 -14.58990 0.33 0.29 0.18 0.22
H -17.33304 6.61458 -15.63322 0.10 -0.67 0.63 0.33
H -15.81451 5.57840 -15.64931 -0.43 -0.17 -0.29 0.33
H -16.72509 8.03919 -17.22265 0.27 0.30 -0.10 0.30
H -16.27963 6.61027 -18.10769 0.13 -0.57 0.46 0.45
H -14.04395 9.04879 -15.17826 -0.16 0.05 -0.45 0.31
H -13.29828 7.49890 -15.07808 -0.30 -0.46 0.16 0.37
C -16.28272 21.12430 -14.99763 0.36 -0.20 -0.04 -0.59
C -15.53711 20.60520 -16.21529 0.79 1.97 -1.77 -0.62
C -14.85844 19.34625 -15.90938 0.63 -1.54 1.27 -0.70
S -14.11444 19.60459 -14.23718 -1.69 -1.78 -1.96 1.07
O -12.87618 20.31743 -14.42049 0.14 -0.12 0.56 -0.63
O -14.21518 18.30987 -13.56928 0.51 1.43 0.23 -0.64
C -15.37756 20.79521 -13.76571 -0.79 0.86 0.57 -0.61
H -17.28613 20.69879 -15.01190 0.10 -0.27 0.69 0.31
H -16.40819 22.20520 -15.06096 0.00 -0.05 -0.01 0.28
H -14.79059 21.34613 -16.50136 0.41 0.20 0.29 0.30
H -16.07685 20.56673 -17.16149 -0.72 -0.30 0.31 0.39
H -14.04668 18.97162 -16.53292 -0.06 0.42 -0.23 0.47
H -15.59417 18.54654 -15.82414 0.10 -0.21 0.33 0.26
H -14.81274 21.67829 -13.46694 0.04 0.04 -0.14 0.35
H -15.96486 20.52033 -12.88957 0.20 -0.50 -0.11 0.35
C -10.75063 12.94944 -16.64750 -1.07 1.41 0.59 -0.59
C -10.29697 12.52324 -18.00123 1.14 -2.06 -0.99 -0.58
C -11.07307 13.15764 -19.13023 -0.58 1.79 -0.13 -0.60
S -12.02729 14.51192 -18.32671 0.07 1.56 -1.65 1.03
O -13.41531 14.07082 -18.20224 1.21 0.25 0.50 -0.59
O -11.77722 15.78802 -19.04563 -0.34 -1.91 1.31 -0.67
C -11.07900 14.49280 -16.75389 -0.42 -1.24 -0.41 -0.69
H -10.05271 12.61350 -15.88059 0.08 0.56 0.04 0.38
H -11.70540 12.47834 -16.41387 -0.09 -0.13 0.03 0.25
H -10.30570 11.43558 -18.07202 -0.59 -0.22 0.02 0.34
H -9.21985 12.64274 -18.11797 0.05 0.87 -0.07 0.28
H -11.84245 12.65358 -19.71510 0.16 -0.67 0.48 0.38
H -10.45484 13.68368 -19.85767 0.16 -0.06 0.13 0.33
H -11.73665 14.88664 -15.97898 0.18 -0.03 0.01 0.46
H -10.22633 15.14227 -16.95196 0.02 -0.10 0.15 0.28
C -19.11483 13.15068 -16.35420 0.09 2.49 1.14 -0.60
C -18.79225 12.59181 -14.92103 -0.10 0.01 -0.64 -0.56
C -18.77244 13.69966 -13.82419 -0.04 1.07 -1.14 -0.65
S -19.71948 15.15835 -14.56122 2.12 -1.49 -1.59 1.04
O -18.78083 16.20917 -14.90105 -0.23 -0.58 0.03 -0.57
O -20.87062 15.49790 -13.81689 -1.49 0.25 1.09 -0.63
C -20.21841 14.23889 -16.08388 -0.01 -0.88 0.59 -0.78
H -19.33390 12.37370 -17.08661 -0.40 0.10 0.27 0.38
H -18.26889 13.72362 -16.73398 0.32 -0.25 -0.06 0.28
H -17.80725 12.13144 -14.99809 -0.09 -0.19 0.32 0.30
H -19.54498 11.81487 -14.78738 0.08 0.01 0.66 0.30
H -17.76330 14.09523 -13.70900 0.04 0.03 -0.20 0.32
H -19.11879 13.53563 -12.80378 -0.46 -0.49 -0.36 0.39
H -20.50638 14.98362 -16.82588 0.44 -0.17 -0.19 0.46
H -21.11944 13.70945 -15.77414 -0.23 0.15 0.07 0.33
C -5.37975 11.12601 -22.35206 1.00 -0.80 -0.08 -0.49
C -4.21498 11.43069 -23.29451 1.16 1.31 -0.82 -0.85
C -4.02891 10.35320 -24.41546 -0.30 -0.42 2.34 -0.62
S -5.71775 9.73421 -24.60623 -0.28 -0.14 -0.87 1.13
O -5.81000 8.35345 -24.15496 0.30 0.80 -0.42 -0.65
O -6.15188 10.09678 -25.94468 -0.22 -0.16 0.94 -0.65
C -6.51993 10.67824 -23.24584 -0.66 0.01 -0.32 -0.66
H -5.50802 11.94959 -21.64967 -0.61 0.19 -0.40 0.37
H -5.06882 10.30460 -21.70654 -0.08 -0.30 -0.03 0.23
H -3.30674 11.69620 -22.75349 0.32 -0.96 0.30 0.42
H -4.31585 12.41806 -23.74510 -0.85 0.02 -0.52 0.32
H -3.55755 9.48217 -23.96024 0.26 -0.03 0.02 0.31
H -3.46383 10.58635 -25.31792 -0.69 0.37 -0.01 0.40
H -7.21871 9.94366 -22.84558 0.26 -0.02 0.29 0.37
H -7.14989 11.49034 -23.60880 0.39 0.15 -0.39 0.36
C -17.40757 11.36722 -22.27401 -0.44 -0.77 0.82 -0.53
C -17.63439 12.17534 -23.55421 -0.56 -0.75 -1.15 -0.61
C -16.60348 11.67423 -24.59297 -0.60 -0.41 0.33 -0.72
S -16.62957 9.83667 -24.39533 -0.40 2.48 1.92 1.00
O -15.36534 9.36312 -24.83470 0.91 -1.10 -0.61 -0.61
O -17.88263 9.27884 -24.89007 1.11 0.54 0.72 -0.61
C -16.62384 10.06715 -22.51315 -0.01 -0.20 -1.11 -0.60
H -18.36946 11.05438 -21.86781 -0.10 0.46 0.15 0.25
H -16.88631 11.95510 -21.51851 -0.03 -0.05 0.00 0.31
H -17.63699 13.25165 -23.38204 0.30 -0.11 -0.07 0.35
H -18.64034 11.90155 -23.87234 -0.02 0.23 -0.37 0.29
H -15.64759 12.09703 -24.28375 0.37 -0.64 -0.19 0.30
H -16.70818 11.79220 -25.67150 -0.52 0.56 0.14 0.45
H -15.62818 10.25340 -22.11057 0.34 -0.56 -0.76 0.30
H -16.99603 9.12961 -22.10011 -0.32 0.31 0.20 0.42
C -3.76905 16.00514 -16.13011 0.86 -0.74 0.82 -1.60
C -4.20103 15.07992 -17.30376 0.49 0.12 -0.86 1.71
C -3.10673 14.95067 -18.39336 1.50 1.10 0.08 -1.39
C -1.87828 14.05227 -18.16481 -0.77 1.36 -0.34 -0.77
C -2.36924 12.68615 -17.86274 0.15 0.48 1.51 -1.04
C -3.39180 12.72895 -16.68008 -0.52 -2.39 0.23 1.41
N -4.45548 13.72671 -16.84516 -1.05 0.26 -1.57 0.14
O -5.52193 13.70872 -15.85926 1.99 -0.20 -0.75 -0.34
C -4.13375 11.35245 -16.88410 0.10 -0.24 1.11 -1.95
C -2.71593 12.70077 -15.22879 -0.94 0.68 -1.05 -1.61
C -5.37386 15.73882 -18.07660 0.24 0.15 1.56 -1.95
H -3.07500 15.43949 -15.50847 0.82 -0.13 -0.33 0.38
H -4.45783 16.20536 -15.30939 -1.05 0.29 -0.70 0.41
H -3.26793 16.94156 -16.37525 -0.20 -0.06 -0.35 0.37
H -3.47002 14.71313 -19.39321 -0.68 -0.22 0.24 0.38
H -2.71628 15.96321 -18.49536 -0.03 0.27 -0.19 0.44
H -1.26290 14.48587 -17.37653 0.06 -0.25 0.27 0.32
H -1.27798 14.09060 -19.07380 0.11 -0.08 -0.04 0.39
H -1.50504 12.12704 -17.50404 -0.24 -0.62 -0.07 0.39
H -2.81640 12.19721 -18.72823 0.00 0.09 0.00 0.42
H -4.67470 11.06308 -15.98313 -0.28 0.18 0.04 0.40
H -4.83263 11.33195 -17.72030 0.07 0.49 0.01 0.41
H -3.45229 10.51729 -17.04605 0.44 0.17 -0.03 0.42
H -1.91806 13.42144 -15.04948 0.27 -0.11 -0.45 0.33
H -3.50519 13.03379 -14.55480 -0.02 -0.40 0.35 0.36
H -2.40341 11.69702 -14.94086 0.01 0.10 -0.12 0.43
H -5.11535 16.79196 -18.18696 0.18 0.04 -0.35 0.41
H -6.20730 15.77462 -17.37503 -0.50 -0.36 -0.47 0.43
H -5.56250 15.29947 -19.05613 -0.27 -0.14 0.34 0.35
H -4.97728 14.06340 -15.15275 -0.76 0.16 1.10 0.34
```
Forces are in eV/Å.

Output
Calculated total energy (eV): -128419.237
SMILES string: CC1(C)CCCC(C)(C)N1O.O=S1(=O)CCCC1.O=S1(=O)CCCC1.O=S1(=O)CCCC1.O=S1(=O)CCCC1.O=S1(=O)CCCC1.O=S1(=O)CCCC1
2S+1: 1
HOMO (eV): -8.7
ΔE to the lowest compared entry with this formula, charge and spin (kJ/mol): 364.5

=====

(2)
Formula: C13H19BF4MoN4SSi
Source: the Open Molecules 2025 dataset
Level of theory: ωB97M-V/def2-TZVPD

The geometry in XYZ format:
```
44
Properties=species:S:1:pos:R:3:forces:R:3:mulliken_spin:R:1
Mo 1.22649 0.74328 0.45752 1.73 -5.34 2.56 1.86
C 0.12035 4.60883 -1.02535 0.52 -0.56 -0.89 0.00
C 0.87657 3.40541 -0.68143 -1.29 -1.93 0.92 0.09
N 0.40546 2.15298 -0.40267 -3.09 3.42 -1.39 -0.07
N -0.96172 1.78820 -0.19701 -1.09 1.75 -5.95 0.09
C -1.45626 1.32534 0.90643 -1.70 -0.24 3.11 -0.01
N -2.79746 1.29147 1.06993 2.41 -0.58 0.10 -0.01
S -0.38365 0.80775 2.19596 0.53 0.59 -0.70 -0.06
C 2.25297 3.45859 -0.22766 0.43 0.40 0.34 0.05
C 2.99891 4.63454 -0.06791 0.36 -1.20 0.44 0.02
C 4.15585 4.54826 0.73394 -0.49 -1.69 0.11 -0.01
C 4.54512 3.27117 1.20672 -0.84 0.84 -0.18 0.02
C 3.73107 2.15865 1.04154 0.57 1.28 -2.01 -0.07
N 2.60633 2.26587 0.32860 1.39 0.25 0.18 0.07
H 0.59869 5.37797 -0.47604 0.30 1.04 0.49 0.00
H -0.88451 4.54484 -0.67389 -0.95 -0.05 -0.34 0.00
H 0.26363 4.88451 -2.09693 -0.50 -0.33 0.51 0.02
H -1.62914 1.69341 -1.04772 1.51 0.58 1.37 -0.01
H -3.27402 0.63599 0.43182 -0.77 -0.27 -0.67 0.00
H -2.94984 1.03990 2.03124 -0.95 -0.44 0.38 0.00
H 2.73551 5.59001 -0.50365 -0.24 -0.15 -0.01 0.00
H 4.66580 5.45270 0.98406 0.65 0.26 -0.01 0.00
H 5.44107 3.00229 1.70206 1.01 0.71 0.57 0.00
H 4.17983 1.19825 1.17510 -0.33 -0.75 0.75 -0.01
F -5.17250 -2.36079 -0.30884 0.86 0.10 0.28 0.00
B -4.11987 -1.83737 0.41959 -0.55 -1.20 -0.20 0.00
F -4.59742 -1.18471 1.55571 0.55 1.11 -0.49 0.00
F -3.37647 -0.93103 -0.57101 -0.05 0.26 1.52 0.00
F -3.18360 -2.79836 0.91457 -0.48 0.81 -0.98 0.00
C -1.84926 -4.10670 -1.72830 0.02 1.18 0.27 0.00
Si -0.34829 -3.83314 -0.63202 -1.09 -2.38 -0.88 0.00
C 0.90376 -5.10109 -1.27255 0.17 2.61 -1.12 0.00
C -0.68660 -4.08110 1.13888 0.82 3.05 1.46 0.00
C 0.30129 -2.03504 -0.57108 1.25 0.54 -0.14 0.12
C 1.04119 -1.03802 -0.37875 -0.69 0.86 -0.04 -0.10
H -1.55227 -3.93108 -2.75978 -0.04 -0.21 -0.22 0.00
H -2.52895 -3.28781 -1.46552 -0.36 -0.41 -0.15 0.00
H -2.36262 -5.08785 -1.63663 0.55 0.66 0.20 0.00
H 0.41166 -6.00504 -1.09310 -0.64 -1.59 0.69 0.00
H 1.84625 -4.99881 -0.79157 0.86 -0.40 0.38 0.00
H 1.02462 -5.05516 -2.36505 0.08 0.20 0.33 0.00
H -1.15327 -4.96852 1.42833 -1.09 -1.45 0.04 0.00
H -1.29226 -3.19534 1.50920 0.46 -1.30 -0.40 0.00
H 0.22755 -4.04326 1.74325 0.21 -0.05 -0.21 0.00
```
Forces are in eV/Å.

Output
Calculated total energy (eV): -51847.816
⟨S²⟩: 2.0379
Charge: +2
2S+1: 3
HOMO (spin up / spin down) (eV): -14.8 / -14.8

=====

Taking the records one at a time from the top gives max |F| values of 3.2, 6.3 eV/Å.